[1]
A cluster of 2 separate species, C2H4ClNO in total, computed with wB97M-V/def2-TZVPD.

Geometry (Å):
C1 1.2368 1.0021 -1.3426
C2 -1.3444 -0.3628 0.2220
N1 -0.7499 -0.5319 1.2515
O1 1.2173 1.3436 -0.1971
Cl1 -0.7347 -2.1589 2.4336
H1 2.1754 0.8257 -1.8912
H2 -1.9955 -1.0524 -0.2812
H3 0.3184 0.8464 -1.9309
H4 -0.1232 0.0882 1.7358

Computed properties:
Kohn-Sham gap: 8.78 eV
multiplicity: 1
energy relative to the best compared isomer or geometry (same formula, charge and spin): 95.77 kcal/mol

---

[2]
A cluster of 2 separate species, C2H4ClNO in total at a distorted geometry, computed with wB97M-V/def2-TZVPD.

Geometry (Å):
C1 -1.0935 -0.9112 -0.2568
C2 1.0121 0.9677 -0.1463
N1 -0.3632 -0.5110 -1.1761
O1 0.6258 0.7325 1.1471
Cl1 -2.2419 -2.1393 -0.5719
H1 -1.0278 -0.4471 0.7367
H2 1.7107 0.4673 -0.7804
H3 0.7282 2.0101 -0.3661
H4 0.6498 -0.1690 1.4139

Computed properties:
Kohn-Sham gap (spin up / spin down): 8.68 / 8.68 eV
multiplicity: 1
energy relative to the best compared isomer or geometry (same formula, charge and spin): 88.01 kcal/mol

---

[3]
A cluster of 2 separate species, C2H4ClNO3 in total at a distorted geometry, computed with wB97M-V/def2-TZVPD.

Geometry (Å):
C1 -1.8110 -1.1581 -0.5948
C2 -1.0252 0.0048 0.0190
O1 -0.9930 1.1746 -0.0486
Cl1 0.0377 -0.7790 1.2065
H1 -2.1142 -0.7733 -1.5337
H2 -1.0957 -1.9429 -0.6583
H3 -2.5148 -1.4102 0.1254
O2 3.7635 0.6487 0.5364
N1 2.6927 0.9258 0.8413
O3 1.9489 1.6616 -0.1597
H4 1.1111 1.6479 0.2664

Computed properties:
Kohn-Sham gap: 10.69 eV
multiplicity: 1
energy relative to the best compared isomer or geometry (same formula, charge and spin): 83.54 kcal/mol

---

[4]
A structure of composition C2H4ClNO3S at a distorted geometry, computed with wB97M-V/def2-TZVPD.

Geometry (Å):
C1 0.2699 0.2054 -0.0230
C2 -2.1895 -0.2018 -0.1973
N1 -1.0123 0.5502 0.1402
O1 0.6628 -0.8712 -0.5718
O2 2.8879 -1.3662 0.8330
O3 1.1297 1.0299 0.3825
S1 2.6935 -0.5287 -0.2819
Cl1 4.1549 0.9408 -0.0800
H1 -2.8386 0.4028 -0.8328
H2 -1.8882 -1.0999 -0.7260
H3 -2.7402 -0.4776 0.7058
H4 -1.1298 1.4164 0.6513

Computed properties:
Kohn-Sham gap: 8.66 eV
multiplicity: 1
energy relative to the best compared isomer or geometry (same formula, charge and spin): 9.75 kcal/mol

---

[5]
A cluster of 2 separate species, C2H4ClNSi in total at a distorted geometry, computed with wB97M-V/def2-TZVPD.

Geometry (Å):
N1 -2.6422 1.4499 0.0729
Si1 -2.5224 -0.1483 0.1826
H1 -1.9144 1.9686 -0.4548
H2 -1.2960 -0.9336 0.1765
H3 -3.7785 -0.8249 0.3411
C1 2.3694 -0.7876 -0.1653
C2 3.4005 -0.2196 0.1272
Cl1 4.9534 0.3716 0.3246
H4 1.4303 -0.8762 -0.6049

Computed properties:
Kohn-Sham gap: 9.54 eV
multiplicity: 1
energy relative to the best compared isomer or geometry (same formula, charge and spin): 59.50 kcal/mol

---

[6]
A cluster of 2 separate species, C2H4ClOP in total at a distorted geometry, computed with wB97M-V/def2-TZVPD.

Geometry (Å):
C1 -0.5631 0.9753 0.6239
C2 1.0700 -0.8546 -0.4153
O1 -0.4177 0.2260 1.5469
P1 -1.5335 0.8445 -0.8772
Cl1 1.7878 -0.7366 1.0732
H1 0.0168 1.9484 0.5180
H2 1.8030 -0.6866 -1.2885
H3 0.1850 -1.4388 -0.5403
H4 -2.3483 -0.2775 -0.6408

Computed properties:
Kohn-Sham gap (spin up / spin down): 6.79 / 8.44 eV
multiplicity: 1
energy relative to the best compared isomer or geometry (same formula, charge and spin): 115.69 kcal/mol

---

[7]
The molecule C2H4ClP at a distorted geometry, computed with wB97M-V/def2-TZVPD.

Geometry (Å):
Cl1 -1.0832 -1.4157 -1.8168
P1 -0.6164 -1.4020 0.1364
C1 0.9328 0.1671 0.0964
C2 -0.4794 0.4738 0.4259
H1 1.2856 0.2796 -0.9105
H2 1.6470 0.0652 0.8884
H3 -0.6546 0.7484 1.4601
H4 -1.0318 1.0836 -0.2797

Computed properties:
Kohn-Sham gap: 9.30 eV
multiplicity: 1
energy relative to the best compared isomer or geometry (same formula, charge and spin): 4.75 kcal/mol

---

[8]
The molecule C2H4ClPS at a distorted geometry, computed with wB97M-V/def2-TZVPD.

Geometry (Å):
P1 2.0031 -0.8060 0.0478
S1 0.8428 0.8931 0.2997
C1 -0.7194 -0.0121 0.2652
C2 -1.8488 0.4755 -0.2212
Cl1 -3.2706 -0.4319 0.1014
H1 2.4904 -0.4649 -1.3234
H2 2.9612 -0.1201 0.8499
H3 -0.6795 -0.9555 0.6441
H4 -1.7792 1.4219 -0.6634

Computed properties:
Kohn-Sham gap: 9.42 eV
multiplicity: 1
energy relative to the best compared isomer or geometry (same formula, charge and spin): 1.63 kcal/mol

---

[9]
A structure of composition C2H4CrO2 at a distorted geometry, computed with wB97M-V/def2-TZVPD.

Geometry (Å):
H1 0.7896 0.6551 -1.1023
C1 -1.1256 0.7055 -0.9824
C2 -0.6634 1.4569 0.3514
O1 -0.6252 0.5862 1.3569
O2 0.0381 -0.1771 -1.0743
H2 -1.1130 1.4005 -1.8301
H3 -0.0593 2.3633 0.4786
Cr1 -0.0543 -1.0726 0.6871
H4 -2.1212 0.2389 -1.0023

Computed properties:
Kohn-Sham gap (spin up / spin down): 6.77 / 10.46 eV
charge: +1
multiplicity: 6
energy relative to the best compared isomer or geometry (same formula, charge and spin): 0.00 kcal/mol

---

[10]
A cluster of 2 separate species, C2H4F2 in total at a distorted geometry, computed with wB97M-V/def2-TZVPD.

Geometry (Å):
C1 -1.0554 0.6183 0.0214
C2 0.9841 -0.4865 -0.0468
F1 -1.9826 -0.3014 0.3342
F2 1.9696 0.3627 0.3758
H1 -1.1276 0.7019 -1.0745
H2 -0.7085 1.1085 0.9376
H3 0.8439 -1.3332 0.6715
H4 1.0766 -0.6703 -1.2192

Computed properties:
Kohn-Sham gap: 9.46 eV
multiplicity: 1
energy relative to the best compared isomer or geometry (same formula, charge and spin): 91.05 kcal/mol

---

[11]
A cluster of 2 separate species, C2H4F2 in total at a distorted geometry, computed with wB97M-V/def2-TZVPD.

Geometry (Å):
C1 -0.4264 -0.0543 0.4192
C2 1.6642 -0.0777 -0.2863
F1 2.3174 -0.9522 0.3495
F2 2.2105 1.1467 -0.0692
H1 -0.6915 -0.6023 -0.4328
H2 -0.4281 -0.3988 1.4519
H3 -0.6282 0.9410 0.1526
H4 1.6539 -0.2882 -1.3242

Computed properties:
Kohn-Sham gap: 10.46 eV
multiplicity: 1
energy relative to the best compared isomer or geometry (same formula, charge and spin): 64.67 kcal/mol

---

[12]
The molecule C2H4F2N2S at a distorted geometry, computed with wB97M-V/def2-TZVPD.

Geometry (Å):
H1 -1.1570 -1.6503 -0.8727
N1 -1.0559 -1.6363 0.1744
C1 -0.2093 -0.6797 0.2444
N2 0.3444 -0.0694 1.2744
S1 1.0316 1.4191 1.4133
C2 0.1781 0.0506 -1.1795
F1 -0.1229 -0.9152 -2.2067
F2 1.6092 0.4783 -1.2864
H2 -0.2562 -0.1264 2.2638
H3 0.0619 2.2586 1.5221
H4 -0.4240 0.8707 -1.3470

Computed properties:
Kohn-Sham gap: 10.23 eV
multiplicity: 1
energy relative to the best compared isomer or geometry (same formula, charge and spin): 60.95 kcal/mol

---

[13]
A cluster of 2 separate species, C2H4F2O in total at a distorted geometry, computed with wB97M-V/def2-TZVPD.

Geometry (Å):
C1 -0.5764 -0.2691 0.9097
C2 0.2643 0.6377 0.1218
O1 1.1714 -0.7144 -1.8341
F1 1.4190 1.0463 0.5583
F2 -0.3040 1.5293 -0.6578
H1 -1.0114 -1.0502 0.2873
H2 0.0221 -0.7242 1.6940
H3 -1.4000 0.3070 1.3447
H4 0.4150 -0.7624 -2.4238

Computed properties:
Kohn-Sham gap (spin up / spin down): 10.18 / 7.46 eV
multiplicity: 1
energy relative to the best compared isomer or geometry (same formula, charge and spin): 87.70 kcal/mol

---

[14]
The molecule C2H4F2S at a distorted geometry, computed with wB97M-V/def2-TZVPD.

Geometry (Å):
C1 -0.9976 0.2040 -0.1554
C2 0.4175 0.2354 0.3131
F1 0.6101 1.0864 1.3236
F2 1.1995 0.7697 -0.7296
S1 1.0194 -1.3931 0.5985
H1 -1.4739 -0.7607 0.1871
H2 -1.6150 0.9583 0.2092
H3 -0.9890 0.2320 -1.2240
H4 1.8290 -1.3319 -0.5224

Computed properties:
Kohn-Sham gap: 10.72 eV
multiplicity: 1
energy relative to the best compared isomer or geometry (same formula, charge and spin): 10.57 kcal/mol

---

[15]
The molecule C2H4F2S at a distorted geometry, computed with wB97M-V/def2-TZVPD.

Geometry (Å):
C1 0.6714 0.4278 0.3712
C2 -1.0571 0.4213 -0.0444
F1 -1.2786 0.9114 -1.3002
F2 -1.6468 1.3184 0.7626
S1 -1.8247 -1.2432 -0.0739
H1 0.7761 0.1823 1.4968
H2 1.0400 -0.4463 -0.2253
H3 0.9387 1.3990 0.2144
H4 -2.5728 -1.0797 -1.1957

Computed properties:
Kohn-Sham gap: 10.73 eV
multiplicity: 1
energy relative to the best compared isomer or geometry (same formula, charge and spin): 24.47 kcal/mol

---

[16]
A cluster of 2 separate species, C2H4F2S in total at a distorted geometry, computed with wB97M-V/def2-TZVPD.

Geometry (Å):
C1 -0.1836 0.9233 -0.1010
C2 -1.3110 0.0503 -0.2711
F1 0.2880 -2.3848 0.2839
F2 -1.0299 -1.0453 -1.0045
S1 -2.7686 0.1950 0.3827
H1 -0.2959 1.7249 0.6436
H2 0.6880 0.1653 0.0788
H3 -0.0625 1.4357 -1.0392
H4 -0.5300 -2.7204 0.0637

Computed properties:
Kohn-Sham gap (spin up / spin down): 7.35 / 7.67 eV
multiplicity: 3
energy relative to the best compared isomer or geometry (same formula, charge and spin): 3.14 kcal/mol

---

[17]
A cluster of 2 separate species, C2H4F2Si in total at a distorted geometry, computed with wB97M-V/def2-TZVPD.

Geometry (Å):
C1 -0.7936 -1.0373 0.3416
C2 -1.1015 -0.7284 -0.8585
F1 -1.8018 -1.4865 -1.8214
F2 -0.5950 0.4162 -1.4856
Si1 1.4652 1.0515 0.7062
H1 -1.0692 -1.7950 1.1202
H2 1.6634 0.9179 2.1747
H3 0.3837 1.9703 0.4297
H4 1.8487 0.6915 -0.6068

Computed properties:
Kohn-Sham gap (spin up / spin down): 6.68 / 7.34 eV
multiplicity: 1
energy relative to the best compared isomer or geometry (same formula, charge and spin): 195.08 kcal/mol

---

[18]
A structure of composition C2H4F2Si at a distorted geometry, computed with wB97M-V/def2-TZVPD.

Geometry (Å):
C1 -2.0579 -0.5233 0.1623
C2 -0.8844 0.1239 0.0350
F1 -2.0496 -1.8625 0.1811
F2 -0.9252 1.4973 0.1158
Si1 2.3886 0.1880 0.1733
H1 -2.7761 -0.0685 0.8308
H2 3.7545 0.6627 0.0373
H3 0.4023 -0.3212 -0.2239
H4 2.1478 0.3038 -1.3117

Computed properties:
Kohn-Sham gap: 7.68 eV
multiplicity: 1
energy relative to the best compared isomer or geometry (same formula, charge and spin): 189.58 kcal/mol

---

[19]
A structure of composition C2H4F3NO5S2Tb at a distorted geometry, computed with wB97M-V/def2-TZVPD.

Geometry (Å):
N1 -0.5464 1.5131 -0.9534
S1 1.0634 1.6429 -1.1158
O1 1.7151 1.1707 0.3369
O2 1.6123 0.4093 -1.8460
S2 -1.2280 0.0839 -0.7925
O3 -0.3165 -0.9673 -0.2430
O4 -2.0349 -0.3237 -1.9311
C1 -2.4433 0.3665 0.5923
F1 -1.8050 0.6498 1.7090
F2 -3.2403 1.3657 0.2664
F3 -3.1519 -0.7362 0.7524
Tb1 1.9772 -1.0909 -0.2776
O5 2.6220 -1.2581 1.7667
H1 3.2505 -1.8748 2.1403
C2 1.7029 1.6900 1.8626
H2 0.6838 2.1010 1.8522
H3 2.3449 1.2044 2.6032
H4 2.2403 2.6435 1.9631

Computed properties:
Kohn-Sham gap (spin up / spin down): 9.48 / 10.03 eV
charge: +1
multiplicity: 7
energy relative to the best compared isomer or geometry (same formula, charge and spin): 24.99 kcal/mol

---

[20]
A structure of composition C2H4F3O4RbS at a distorted geometry, computed with wB97M-V/def2-TZVPD.

Geometry (Å):
Rb1 -0.6712 -4.0988 -0.7053
O1 0.6021 -1.2546 -1.1016
S1 -0.6601 -0.1968 -1.0940
O2 -1.7497 -1.2203 -1.1497
O3 -0.4464 0.6139 -2.3048
C1 -1.6719 1.0149 -0.0692
F1 -1.7905 0.5337 1.1700
F2 -1.1433 2.2354 -0.0382
F3 -2.9030 1.1604 -0.5627
H1 1.7144 -0.4331 -0.6314
O4 1.3730 0.7048 0.0523
C2 1.7647 0.3327 1.3707
H2 1.0048 -0.3118 1.8385
H3 2.6308 -0.3421 1.3033
H4 1.9462 1.2618 1.9222

Computed properties:
Kohn-Sham gap: 7.11 eV
multiplicity: 1